{"formula": "C9H10NS", "method": "the ωB97M-V functional and the def2-TZVPD basis", "symbols": ["C", "C", "C", "C", "C", "C", "C", "C", "C", "N", "S", "H", "H", "H", "H", "H", "H", "H", "H", "H", "H"], "positions_angstrom": [[-1.854, 0.381, -1.661], [-2.184, -0.129, -0.354], [-0.491, 0.882, -1.953], [-1.252, -0.035, 0.584], [0.276, 1.121, -0.878], [0.004, 0.620, 0.398], [0.653, 1.142, 2.545], [3.128, -0.553, 0.064], [3.855, -1.021, 1.185], [0.992, 0.697, 1.396], [2.477, -0.083, -1.255], [-2.534, 0.423, -2.534], [-3.115, -0.665, -0.234], [-0.473, 1.448, -2.816], [-1.468, -0.389, 1.629], [1.084, 1.807, -1.092], [1.532, 1.212, 3.169], [-0.407, 1.400, 2.659], [4.020, -2.150, 1.003], [4.931, -0.700, 1.306], [3.404, -0.878, 2.089]], "spin_multiplicity": 1, "e_lumo_ev": -5.2360, "charge": 1, "e_homo_ev": -12.1, "e_tot_ha": -801.4938}